ORCA calculation (ωB97M-V/def2-TZVPD) on C4H7NO in the gas phase.

The geometry in ORCA input format:
```
! wB97M-V def2-TZVPD RIJCOSX def2/J DEFGRID3
* xyz 0 1
C 1.13907 -0.66243 0.19866
H 1.40825 -0.99158 1.21314
H -1.97506 -0.97091 -0.55686
H 0.24052 0.49995 -1.75140
H -1.40122 -0.87075 1.13501
N 0.13094 1.24581 -1.06502
C -1.14820 -0.65969 0.08177
C 0.69611 0.79165 0.20271
O 0.01309 -1.37294 -0.31207
H -1.39339 1.56277 0.42622
H 1.06941 1.51470 0.90649
C -0.76026 0.79434 -0.00576
H 1.98074 -0.88092 -0.47288
*
```

Output
Frontier orbital gap, eV: 10.6
Structure (SMILES): C1OC[C@H]2N[C@@H]12
Maximum force, eV Å⁻¹: 0.7
E_LUMO, eV: 1.07

Mulliken population analysis, charges in e, atoms 1 to 8: atom 1 (C): -0.5574, atom 2 (H): 0.3064, atom 3 (H): 0.3068, atom 4 (H): 0.3055, atom 5 (H): 0.2728, atom 6 (N): -0.6293, atom 7 (C): -0.4746, atom 8 (C): -0.1141

ORCA calculation (ωB97M-V/def2-TZVPD) on a gas-phase ion, C4H9N2 (charge +1) in a non-equilibrium geometry.

The geometry in ORCA input format:
```
! wB97M-V def2-TZVPD RIJCOSX def2/J DEFGRID3
* xyz 1 1
H 2.45564 -0.01669 -1.24369
C -0.29676 0.87329 0.28913
N 1.82734 -0.01616 -0.36398
N -0.79462 -0.22012 -0.09772
H -0.84607 1.72344 0.80925
H -2.40295 -1.40123 0.29936
C 1.16696 1.05389 0.22180
C -2.21000 -0.32434 -0.12013
C 1.65680 -1.27303 -0.06748
H -2.48383 0.40755 0.64694
H 1.39738 1.18682 1.35509
H 1.49531 2.03376 -0.31939
H -2.52388 -0.22671 -1.22017
H 1.12769 -1.48228 0.76927
H 1.93852 -2.10293 -0.76241
*
```

Output
Frontier orbital gap, eV: 9.1
Structure (SMILES): C=[NH+]C/C=N/C
Maximum force, eV Å⁻¹: 6.4
E_LUMO, eV: -5.13

Mulliken population analysis, charges in e, atoms 1 to 8: atom 1 (H): 0.3464, atom 2 (C): 0.0009, atom 3 (N): -0.0267, atom 4 (N): -0.3156, atom 5 (H): 0.3179, atom 6 (H): 0.2434, atom 7 (C): -0.5569, atom 8 (C): -0.6626

ORCA calculation (ωB97M-V/def2-TZVPD) on a molecular structure, BH4Sn in a non-equilibrium geometry.

The geometry in ORCA input format:
```
! wB97M-V def2-TZVPD RIJCOSX def2/J DEFGRID3
* xyz 1 1
H 7.01856 -29.09255 -12.16846
H 8.21425 -29.88114 -13.43998
Sn 10.57146 -27.29858 -13.12570
B 8.02784 -28.99175 -12.72008
H 8.99296 -28.94284 -11.99694
H 8.05016 -27.99066 -13.38643
*
```

Output
Frontier orbital gap, eV: 6.6
Maximum force, eV Å⁻¹: 3.7
E_LUMO, eV: -8.27

Computed Mulliken charges, given in elementary charges: atom 1 (H): -0.0058, atom 2 (H): -0.0498, atom 3 (Sn): 1.2404, atom 4 (B): 0.1602, atom 5 (H): -0.1775, atom 6 (H): -0.1676

ORCA calculation (ωB97M-V/def2-TZVPD) on C6H9NO in the gas phase in a non-equilibrium geometry.

The geometry in ORCA input format:
```
! wB97M-V def2-TZVPD RIJCOSX def2/J DEFGRID3
* xyz 0 1
C -0.50616 1.07695 -0.07197
C 0.55772 2.13894 0.50951
H -2.11801 2.82879 -0.33788
H 1.71981 1.73905 0.48234
H 0.21677 -2.34665 -1.54905
H -2.56897 1.10850 -0.74036
C 0.89819 -2.06946 0.57148
H -0.16203 -2.46732 0.80989
H -2.09748 1.58795 1.03477
C -1.87016 1.65754 -0.04644
N 1.18957 -0.67875 0.03370
H 2.24273 -2.10828 -1.30080
H -0.57312 -0.90636 -0.70867
C -0.02532 -0.15417 -0.25303
O 0.39260 3.20036 1.19522
C 1.21351 -1.93089 -0.86991
H 1.49035 -2.67618 1.24122
*
```

Output
Frontier orbital gap, eV: 9.8
Structure (SMILES): C/C(C=O)=C/N1CC1
Maximum force, eV Å⁻¹: 5.3
E_LUMO, eV: 0.57

Mulliken population analysis, charges in e, atoms 1 to 8: atom 1 (C): 0.2909, atom 2 (C): 0.0274, atom 3 (H): 0.2732, atom 4 (H): 0.2757, atom 5 (H): 0.2033, atom 6 (H): 0.3452, atom 7 (C): -0.1997, atom 8 (H): 0.1946